This record from the OMol25 dataset describes a 12-piece molecular cluster, C45H80N12PS3 overall. The level of theory is ωB97M-V/def2-TZVPD.

Geometry as XYZ:
```
141
Properties=species:S:1:pos:R:3:forces:R:3:mulliken_charge:R:1
S 6.2219 -1.3848 -1.9449 -1.9589 -6.4146 2.0643 0.110
C 5.6238 -2.9026 -1.3553 -1.8591 3.0856 2.2723 0.201
N 4.8880 -3.7648 -0.5366 2.8624 3.5683 -5.1803 -0.158
S 3.5960 -4.4364 -1.5066 1.6804 -1.8160 -0.4773 0.134
P 1.8771 -3.1177 -1.5769 -2.8735 2.9282 1.1238 0.235
S 2.1215 -1.4479 -0.6019 0.6353 -0.9749 -0.4677 -0.246
H 4.0679 -4.5367 -2.8380 -0.5983 0.4220 1.0852 0.185
H 0.8086 -3.8415 -0.8770 1.2229 -0.2352 -0.9625 0.212
H 1.4269 -2.9636 -2.9400 0.7006 -0.7262 0.4883 0.201
C 5.4238 -6.3490 -6.9591 -0.4088 -0.0835 0.1400 -1.185
C 5.5183 -4.8365 -7.1125 0.1914 -0.4510 -0.4808 -0.485
C 5.1655 -4.0789 -5.8332 0.1477 0.3362 -0.2891 -0.307
C 3.7532 -4.2373 -5.4616 -0.9006 -0.0868 0.3939 0.219
N 2.6385 -4.3647 -5.1644 1.2780 0.1769 0.0273 -0.470
H 4.3981 -6.6670 -6.7476 -0.0173 0.0867 -0.0265 0.455
H 5.7408 -6.8410 -7.8841 -0.1070 0.1307 0.2571 0.196
H 6.0687 -6.7026 -6.1487 -0.1832 0.0877 -0.2100 0.352
H 4.8684 -4.5158 -7.9356 0.0843 0.1035 0.2112 0.332
H 6.5459 -4.5807 -7.3984 -0.1887 0.0619 0.1548 0.325
H 5.3744 -3.0134 -5.9859 -0.2002 -0.0899 0.1508 0.330
H 5.8079 -4.4129 -5.0107 -0.1347 -0.0659 -0.0220 0.300
C -2.1860 0.7099 -4.1514 -0.1517 -0.0336 0.0607 -1.420
C -1.0337 0.8478 -3.1649 -0.2564 0.3805 -0.3453 -0.290
C -0.1940 -0.4227 -3.0392 0.0767 0.3080 0.1228 -0.034
C -0.9468 -1.5329 -2.4405 -0.4131 -0.8594 0.2854 0.241
N -1.5415 -2.4123 -1.9713 0.8735 0.8654 -0.4505 -0.543
H -2.9084 -0.0431 -3.8210 0.0438 0.0406 -0.0783 0.381
H -2.7170 1.6625 -4.2445 0.0796 -0.1598 -0.0150 0.384
H -1.8217 0.4264 -5.1437 -0.0487 0.0309 0.0693 0.314
H -1.4303 1.1397 -2.1850 0.1722 -0.0964 -0.0562 0.301
H -0.3840 1.6644 -3.5029 -0.1426 -0.4527 0.2067 0.231
H 0.6789 -0.2073 -2.4116 -0.2036 -0.1806 -0.0517 0.155
H 0.1882 -0.7180 -4.0228 -0.1679 -0.1058 0.0547 0.345
C -2.0476 4.2499 -0.3326 0.0292 0.0176 0.0302 -0.801
C -0.5692 4.3715 0.0132 -0.3802 -0.2238 0.2871 -0.454
C 0.2529 5.0416 -1.0869 0.2419 0.0288 0.2791 -0.457
C 0.3149 4.2309 -2.3103 0.0560 -0.4788 -1.1531 0.295
N 0.3614 3.5934 -3.2791 0.1178 1.0843 1.3378 -0.526
H -2.2041 3.6015 -1.2004 -0.0155 0.1104 0.0350 0.191
H -2.5961 3.8169 0.5098 0.0129 0.0874 -0.1519 0.376
H -2.4816 5.2304 -0.5518 0.0586 -0.2823 0.0083 0.097
H -0.1672 3.3755 0.2348 0.1049 0.1790 -0.0375 0.284
H -0.4756 4.9654 0.9307 0.1453 -0.0585 -0.1812 0.327
H 1.2722 5.2025 -0.7165 -0.0692 -0.0345 -0.2634 0.300
H -0.1611 6.0302 -1.3146 0.0222 -0.1944 -0.1483 0.285
C 9.7240 -10.6374 -7.0249 0.0912 -0.0154 0.1155 -1.133
C 8.2309 -10.5909 -7.3226 0.2328 -0.3759 0.2429 -0.439
C 7.8297 -9.4089 -8.2041 -0.3028 -0.1647 -0.0328 -0.368
C 8.0236 -8.1182 -7.5301 0.4950 1.1558 0.4139 0.282
N 8.1800 -7.0974 -7.0004 0.1216 -1.4990 -0.7028 -0.491
H 10.0446 -9.7656 -6.4460 -0.0151 -0.0684 -0.0971 0.334
H 9.9629 -11.5315 -6.4403 0.0086 0.1487 -0.1004 0.334
H 10.3079 -10.6711 -7.9500 -0.0361 0.0072 0.1054 0.302
H 7.6750 -10.5661 -6.3775 -0.0177 0.0395 -0.2051 0.294
H 7.9504 -11.5198 -7.8341 -0.0861 0.2398 0.0256 0.315
H 6.7718 -9.5130 -8.4727 0.1128 0.2149 0.0189 0.276
H 8.3979 -9.4303 -9.1408 -0.0161 0.1713 0.1660 0.332
C -4.3232 7.1853 2.8539 0.0475 -0.0749 0.0734 -1.076
C -3.7582 8.1622 1.8309 0.1446 -0.0836 0.4447 -0.403
C -4.6217 8.2858 0.5762 0.2159 0.3007 -0.0582 -0.331
C -4.6511 7.0430 -0.2063 -0.2768 -0.9921 -0.7202 0.306
N -4.6786 6.0606 -0.8237 -0.0119 1.3287 0.8201 -0.521
H -4.3510 6.1644 2.4603 -0.0505 0.0889 0.0205 0.289
H -3.6982 7.1789 3.7524 -0.1522 -0.0294 -0.0993 0.360
H -5.3382 7.4691 3.1489 0.1042 -0.0722 0.0232 0.266
H -2.7400 7.8553 1.5628 -0.1361 0.1163 -0.0802 0.258
H -3.6809 9.1502 2.3011 -0.0102 -0.0970 -0.2206 0.334
H -4.2188 9.0899 -0.0508 -0.1411 -0.2127 -0.0797 0.309
H -5.6413 8.5787 0.8505 0.0718 -0.1921 -0.1058 0.254
C 10.0700 0.3541 -2.2063 0.0481 -0.0802 0.0793 -1.087
C 9.3804 1.7115 -2.1611 -0.0344 -0.3431 0.2816 -0.318
C 9.9118 2.6914 -3.2064 -0.3143 0.1980 0.0693 -0.434
C 11.3072 3.0750 -2.9540 1.2806 0.3525 0.0524 0.232
N 12.4109 3.3759 -2.7583 -1.5097 -0.4472 -0.1435 -0.443
H 11.1338 0.4367 -1.9626 -0.1344 -0.0282 -0.0580 0.368
H 9.6132 -0.3238 -1.4783 0.1271 0.0396 -0.0597 0.277
H 9.9774 -0.1006 -3.1975 0.0493 0.0260 0.0567 0.317
H 9.4841 2.1357 -1.1551 -0.0397 0.0268 -0.2023 0.297
H 8.3080 1.5614 -2.3357 0.0925 0.2050 -0.0357 0.206
H 9.2884 3.5932 -3.1928 0.2558 -0.0296 -0.0628 0.288
H 9.8191 2.2573 -4.2082 0.1885 0.0829 0.1065 0.291
C -8.1561 6.1990 1.3471 0.1312 -0.0630 -0.0984 -0.897
C -9.2193 5.4472 2.1375 0.0976 -0.0902 -0.4280 -0.484
C -9.5974 6.1392 3.4465 -0.2799 -0.2586 -0.0023 -0.330
C -8.4886 6.1562 4.4099 0.9017 0.1900 0.8938 0.288
N -7.6122 6.1740 5.1707 -1.0810 -0.0532 -1.0487 -0.455
H -7.2094 6.2472 1.8942 -0.0738 0.0107 -0.0244 0.046
H -7.9658 5.6913 0.3963 0.0296 0.1219 0.1231 0.382
H -8.4799 7.2210 1.1269 0.0192 -0.0573 0.0102 0.329
H -8.8686 4.4269 2.3345 -0.1287 0.1559 0.0590 0.300
H -10.1182 5.3616 1.5148 0.0626 -0.0185 0.2552 0.333
H -10.4466 5.6085 3.8929 0.1562 0.1352 0.0833 0.134
H -9.9335 7.1626 3.2458 0.1525 -0.0854 0.1318 0.323
C 12.8432 5.1406 1.7989 -0.0633 0.0828 0.1097 -1.127
C 14.0422 4.2209 1.6070 0.0361 0.4294 0.1699 -0.469
C 13.6877 2.9078 0.9104 0.3476 -0.0112 -0.0455 -0.028
C 12.8102 2.0605 1.7288 -0.8199 -0.7883 0.5521 0.258
N 12.1135 1.3916 2.3725 0.8651 0.8841 -0.8339 -0.480
H 12.0965 4.6924 2.4618 0.0577 0.0235 -0.0890 0.347
H 13.1630 6.0859 2.2486 -0.0956 -0.1190 -0.0709 0.325
H 12.3637 5.3658 0.8413 0.0356 -0.0144 0.0782 0.284
H 14.5039 4.0216 2.5816 -0.0259 -0.0641 -0.1967 0.314
H 14.7895 4.7477 1.0010 -0.0720 -0.2294 0.0525 0.311
H 14.6137 2.3597 0.6999 -0.2439 -0.0873 0.0410 0.287
H 13.2140 3.1124 -0.0562 -0.0500 -0.1068 0.1347 -0.009
C -13.3452 3.7093 6.8098 -0.1300 0.1185 -0.0263 -1.279
C -13.3589 2.3301 6.1635 -0.2314 0.1409 0.5288 -0.067
C -12.4376 2.2258 4.9488 -0.1175 -0.3792 0.0650 -0.254
C -12.8891 3.0656 3.8314 -0.2074 0.7478 -0.9779 0.124
N -13.2423 3.7318 2.9491 0.4557 -0.8003 1.1353 -0.502
H -13.7311 4.4747 6.1291 0.0705 -0.0334 0.0649 0.337
H -13.9757 3.7112 7.7046 0.1051 0.0546 -0.1073 0.365
H -12.3313 3.9929 7.1088 -0.0823 -0.0137 -0.0128 0.319
H -14.3876 2.0728 5.8835 0.1616 -0.0102 -0.0815 0.303
H -13.0374 1.5941 6.9106 -0.0555 0.2343 -0.4076 0.021
H -12.4085 1.1810 4.6176 0.0666 0.2260 -0.0718 0.285
H -11.4141 2.4974 5.2304 -0.1351 0.0339 -0.1232 0.346
C -14.0059 -1.1871 9.9700 -0.0372 0.1207 0.0776 -1.098
C -14.4517 -1.8178 8.6571 -0.2953 0.1355 0.3543 -0.410
C -13.2849 -2.2739 7.7821 -0.2708 -0.1778 -0.1712 -0.423
C -12.4784 -1.1471 7.2946 0.8929 0.8020 -0.4099 0.350
N -11.8378 -0.2581 6.9119 -0.7582 -1.3838 0.5338 -0.510
H -13.4381 -0.2670 9.8001 -0.0157 -0.1129 0.0238 0.309
H -14.8785 -0.9321 10.5797 0.1632 -0.0256 -0.0554 0.324
H -13.3807 -1.8773 10.5448 -0.0478 0.0846 -0.0383 0.308
H -15.0813 -1.1057 8.1100 0.1188 -0.1724 -0.0230 0.290
H -15.0784 -2.6884 8.8860 0.1351 0.0873 -0.1859 0.311
H -13.6840 -2.8227 6.9209 0.2249 0.1472 0.0157 0.261
H -12.6511 -2.9740 8.3378 0.0539 0.2064 -0.1017 0.303
C 1.1240 -7.1452 1.0344 -0.1209 0.0459 0.0216 -1.043
C 2.2763 -7.0072 2.0208 -0.2975 0.2667 -0.0956 -0.284
C 3.1161 -8.2777 2.1465 0.2307 0.2178 0.1940 -0.376
C 2.3632 -9.3879 2.7453 -0.6083 -1.1496 0.4516 0.170
N 1.7686 -10.2674 3.2145 0.7850 1.2772 -0.6562 -0.393
H 0.4016 -7.8981 1.3648 0.1077 0.0819 -0.0953 0.404
H 0.5930 -6.1926 0.9413 -0.0270 -0.1231 0.0093 0.233
H 1.4884 -7.4286 0.0421 -0.0454 -0.0490 0.0362 0.267
H 1.8797 -6.7153 3.0008 0.1712 -0.0806 -0.1303 0.306
H 2.9260 -6.1906 1.6829 0.0759 -0.1215 0.1516 0.165
H 3.9889 -8.0623 2.7741 -0.1332 -0.2135 -0.0379 0.296
H 3.4983 -8.5731 1.1630 -0.1211 -0.1225 0.1395 0.267
```
Positions in Å, forces in eV/Å.

Summary:
net charge	+1
total energy	-107624.987	eV
HOMO	-12.12	eV
HOMO-LUMO gap	6.3183	eV